# 1
Formula: C36H102N6O12
Source: the OMol25 dataset
Level of theory: the ωB97M-V functional and the def2-TZVPD basis

Geometry as XYZ:
```
156
Properties=species:S:1:pos:R:3
O 0.238 1.603 -4.499
C 4.720 -3.141 3.080
H -2.486 -6.291 0.448
C -2.673 4.947 -1.660
H -1.552 1.121 -1.983
C 1.571 1.965 -4.809
H -2.419 -0.299 -3.530
H 0.292 0.684 -4.773
H 4.116 0.218 6.160
C 1.628 3.503 -4.697
H 1.312 5.127 0.481
C -4.086 -2.235 1.646
H 4.630 -0.240 3.703
H 5.690 -0.983 -1.699
H 0.028 -6.696 1.019
N -6.084 -6.317 0.026
N 2.599 0.298 3.271
H -0.774 -3.511 -3.451
H 2.367 6.637 0.147
H 5.863 1.789 2.241
H 3.636 2.950 2.729
H -0.533 -1.169 -2.853
C -3.536 5.945 -2.294
H -4.536 5.549 -2.475
H -1.750 5.835 -0.138
H 1.579 8.890 1.888
C -3.091 0.306 -2.919
H 3.690 0.775 2.011
H -0.335 0.367 2.517
H -0.859 -1.878 -4.928
O 4.307 0.806 1.268
H -1.491 -0.922 2.500
N -2.271 1.462 -2.608
H -3.503 -2.833 2.349
C 5.060 -2.983 -1.757
H -2.388 4.381 -2.548
C 0.749 8.209 2.090
H -5.006 1.268 -3.092
H -4.129 -4.755 1.518
H -2.716 -0.749 -1.087
H -0.533 -1.488 0.157
H 4.849 3.931 1.939
C 3.344 -1.841 4.448
O -0.036 0.953 -0.628
H -2.526 -2.018 4.586
H 2.072 6.027 1.788
H 0.116 8.977 4.673
H -4.297 0.132 -1.030
H -0.069 8.932 2.127
H 2.166 1.475 -4.037
C -4.271 0.806 -3.753
C -1.620 -3.812 4.197
H -4.474 -3.232 5.763
H 4.002 -2.226 5.229
H -0.940 -6.095 2.384
H 1.727 0.381 3.778
C 0.168 -3.181 -3.010
H 1.332 8.042 5.400
N 0.019 7.735 -0.233
H 5.557 2.210 0.554
H 5.100 -3.859 3.808
H -0.567 2.858 -0.650
N 5.779 -1.856 -1.201
C 3.628 -0.302 4.128
C -5.232 -5.225 -0.293
H 0.666 2.627 0.512
H 1.440 -0.376 -0.752
H 0.993 3.992 -5.436
H 2.284 -0.453 2.668
O -4.951 -0.311 -4.399
C 0.081 -0.962 0.891
O -4.232 -3.078 0.512
H 0.834 -4.663 2.093
C 4.660 -0.391 -3.715
H -5.698 -4.033 1.528
H -2.152 -4.645 0.710
H 2.630 3.860 -4.939
N 0.962 -1.857 1.618
C -2.652 -3.011 5.026
H -1.768 1.782 -3.424
H 2.953 -2.596 -1.338
H -6.310 1.069 -5.083
H -4.050 1.496 -4.569
H -6.550 -0.626 -5.627
H -2.250 -2.786 6.015
H -0.917 8.084 -0.073
H 0.928 -3.726 -3.571
H -0.676 -3.268 4.240
C -0.563 -5.857 1.388
O 0.004 -1.474 -4.797
C 1.653 6.116 0.785
H 3.901 -3.349 0.047
H 1.670 0.624 0.614
H 1.880 9.295 4.295
H -3.134 6.306 -3.240
H -3.562 6.822 -1.646
H -3.227 4.267 -1.012
H 5.738 -2.686 -3.837
H 3.995 1.659 5.065
O 0.227 -4.640 1.348
C -1.661 -5.579 0.432
H -6.132 -5.158 -2.318
C 0.255 -1.676 -3.412
H 2.374 -1.926 4.941
H 3.507 3.361 1.013
H 5.728 -0.382 -3.935
O -3.934 -3.637 5.079
H 5.458 -1.680 -0.259
H -1.624 0.397 1.281
O -1.530 5.462 -0.996
H 1.360 3.877 -3.709
H 4.438 -3.810 -3.684
C 4.826 -2.880 -3.268
C -4.875 -4.300 0.863
H -4.196 -1.348 -1.849
H 5.754 -3.811 -1.602
C 1.099 8.553 4.466
H -4.277 -5.515 -0.735
H 4.584 -0.012 -2.695
H -6.612 -6.564 -0.798
H -1.228 -5.355 -0.542
H 0.391 -2.530 2.109
C 3.730 -3.294 -1.029
H 1.092 2.635 -1.253
C 3.572 0.695 5.344
C 0.373 2.326 -0.495
H 1.304 -2.354 0.806
H -1.766 -4.114 3.160
O 1.016 7.603 3.343
C -6.296 0.020 -4.787
H 5.373 -2.294 2.865
H 1.184 -1.187 -3.120
H 4.743 -3.664 2.123
C 0.474 7.130 1.049
C -0.946 -0.241 1.847
O 3.391 -2.636 3.241
C -3.608 -0.454 -1.640
O 4.062 -1.743 -3.672
H 2.544 0.896 5.647
C 5.080 1.914 1.490
H 4.134 0.268 -4.404
H -7.002 -4.264 -1.133
H 1.703 1.544 -5.806
H -1.530 -4.737 4.769
H -0.182 7.020 -0.919
H -5.574 -7.129 0.343
H -6.936 -0.183 -3.928
C 0.888 0.109 0.055
H 0.254 -3.459 -1.960
H -0.359 6.605 1.523
H -3.538 -1.316 1.441
H -5.015 -1.935 2.133
H 3.495 -4.346 -1.196
C -5.989 -4.514 -1.449
C 4.199 3.065 1.802
H -5.536 -3.624 -1.885
```

## Properties
* multiplicity: 1
* F_max: 3.04 eV/A
* frontier orbital gap: 9.0 eV
* highest occupied orbital energy: -8.5151 eV
* energy above the lowest of the compared OMol25 structures with the same formula, charge and spin: 431.0 kJ/mol
* charge: 0
* lowest unoccupied orbital energy: 0.47 eV
* SMILES string: COC[C@H](C)N.COC[C@H](C)N.COC[C@H](C)N.COC[C@H](C)N.COC[C@H](C)N.COC[C@H](C)N.CCO.CCO.CCO.CCO.CCO.CCO
* total energy: -72488.6942 eV

These are the Löwdin partial charges, in e, on atoms 1 to 5: -0.1104, -0.1021, 0.0784, -0.3435, 0.0322

# 2
Formula: C36H103N11O17
Source: the OMol25 dataset
Level of theory: the ωB97M-V functional and the def2-TZVPD basis

Geometry as XYZ:
```
167
Properties=species:S:1:pos:R:3
H -5.337 -4.798 -1.837
H -2.769 7.133 0.282
H -0.087 -0.350 -1.711
H 2.193 -1.171 0.044
H -1.055 1.072 -0.246
O 0.379 4.050 4.565
C -4.421 -4.773 -1.252
C 4.686 -4.588 -1.170
H -4.894 0.749 1.534
O 4.382 4.438 -0.638
N 3.396 0.615 -1.015
H -1.947 -0.377 -4.818
H -1.263 2.393 3.558
O 2.016 -3.797 -3.105
N 4.733 -4.683 -2.627
C -3.805 4.152 -0.900
H 1.547 1.686 3.605
H 2.859 -2.071 -3.699
H 2.399 0.599 -1.181
H 4.061 -5.345 -2.990
H -2.041 1.744 4.999
H 1.688 0.443 -3.945
H -3.463 -6.283 2.499
C 4.664 4.982 1.691
H 2.604 -0.835 3.359
H -2.279 -7.297 3.055
O 6.998 -4.109 -0.650
H 7.875 -3.112 0.989
O -4.181 2.263 0.536
H -3.599 -4.361 -1.843
C -0.163 -3.911 0.639
N -3.562 -1.687 -2.403
C 2.117 2.601 3.755
H -0.381 7.453 2.102
H -0.850 -4.409 1.332
H -5.527 -3.151 -0.210
O -1.432 -0.872 -2.553
H 0.106 -0.381 -3.729
C 0.941 6.105 1.352
H 0.078 1.633 1.911
C 0.690 1.295 1.071
H 0.629 -2.550 -3.936
H -1.934 -5.815 -0.669
H 4.448 -3.603 -4.396
H -5.324 0.697 -0.222
H 1.198 2.148 -6.757
H -3.399 -2.871 2.335
C 1.625 3.479 4.923
H 2.280 4.334 5.110
H 7.751 -2.196 -0.519
H 0.931 3.011 -1.817
H 1.493 0.665 1.444
C -4.691 6.920 -0.578
H 3.029 -2.450 -1.924
N -3.970 -6.088 -0.861
H 2.235 1.810 -5.456
O -3.323 -8.074 1.401
H 1.062 2.232 0.655
C -2.767 -6.149 -0.041
H 3.903 1.234 -1.623
H -1.601 0.195 2.474
H 3.700 -1.610 4.487
H 2.531 -3.718 4.277
H -0.641 -0.277 0.735
H 1.549 2.799 5.771
H -4.883 4.224 -0.726
C -3.424 2.705 -0.592
O 3.130 -3.288 2.364
O -0.699 5.049 -2.002
H 3.526 -1.905 0.922
H -7.273 7.061 -0.304
C -1.603 0.294 3.571
H 0.506 4.760 3.925
H 2.170 3.175 2.828
N -3.022 5.063 -0.044
H -4.417 -1.873 -2.887
C -0.189 0.506 0.112
H -4.664 -6.719 -0.479
H -0.132 4.787 -3.997
H -0.854 6.646 0.590
H 5.686 5.365 1.705
C 0.338 0.943 -5.328
H -0.070 -3.849 -3.045
H 2.000 4.782 0.365
H -4.744 8.004 -0.758
N 1.133 5.283 0.294
H 1.613 -4.576 -0.396
H 3.653 -4.329 -0.891
H -2.093 -1.522 4.138
C 4.052 -0.391 -0.349
C 7.914 -3.196 -0.102
H -3.339 -2.128 -1.515
O -0.769 0.795 -5.851
C -4.538 0.878 0.513
C 2.299 -2.998 3.482
C -6.662 7.186 0.595
H -2.372 2.578 -0.312
H 1.238 -3.031 3.222
C -4.663 -3.813 -0.070
O -2.525 -0.668 4.080
H 5.168 3.034 0.735
H -2.726 -1.566 1.396
H -0.794 -3.689 -0.218
O 0.498 0.039 -1.032
C 4.459 3.860 0.658
H -4.401 -1.627 1.559
C 3.064 -2.843 -2.944
C 4.425 -3.434 -3.320
H -3.678 2.076 -1.456
H 1.297 2.857 -3.536
H -1.431 -7.655 0.692
H -5.176 6.611 -1.518
H 1.997 -1.447 4.883
C -3.543 -2.290 1.421
N 1.322 1.726 -5.856
C -3.280 -7.360 2.605
H 3.486 3.410 0.873
H -3.378 4.952 0.900
C 1.051 3.573 -2.747
O -3.506 -3.027 0.229
O -5.430 6.494 0.541
N -0.225 6.812 1.351
H -3.677 0.219 0.388
H -7.308 6.959 1.444
H -4.952 -4.359 0.836
H 0.739 -2.441 -2.203
C -0.297 4.215 -3.081
H 5.568 -2.649 -1.018
C -2.549 -1.079 -3.064
N -2.794 -0.672 -4.339
H -0.972 3.378 -3.269
C 0.777 -3.163 -3.029
H 8.916 -3.508 -0.395
H 3.971 5.777 1.424
H 2.821 -4.140 2.004
H -1.608 4.864 -1.731
C -3.256 6.462 -0.433
H 5.061 5.113 -0.717
N 3.177 -1.271 0.217
O 5.275 -0.427 -0.235
H 4.785 -5.568 -0.694
H -2.575 -8.212 -0.500
H 1.896 4.255 -2.665
H 4.421 4.651 2.699
H -3.023 1.924 3.547
H -2.642 6.706 -1.307
O 1.567 -5.390 1.480
C 5.672 -3.637 -0.550
H -3.634 4.330 -1.966
H -3.631 -0.915 -4.829
N 0.751 0.227 -4.220
H -6.393 8.235 0.777
H -0.599 -0.007 3.886
H -2.896 -5.465 0.805
O 1.719 6.127 2.321
C 0.870 -4.997 0.289
C 2.696 -1.661 4.068
C -2.482 -7.583 0.386
C -2.021 1.695 3.907
H 0.313 -3.062 1.122
H 5.137 -2.621 -3.160
H 3.164 2.315 3.909
H 2.080 -6.168 1.232
H 0.360 -5.841 -0.179
H 5.438 -3.500 0.513
H -3.952 -7.740 3.367
H 0.497 5.154 -0.484
```

## Properties
* multiplicity: 1
* F_max: 1.82 eV/A
* frontier orbital gap: 8.4 eV
* highest occupied orbital energy: -8.2348 eV
* energy above the lowest of the compared OMol25 structures with the same formula, charge and spin: 0.0 kJ/mol
* charge: 0
* lowest unoccupied orbital energy: 0.17 eV
* total energy: -90200.0975 eV

These are the Löwdin partial charges, in e, on atoms 1 to 5: 0.1172, 0.1048, 0.0159, 0.0692, 0.0919

- Among the records above, which one has the highest F_max?
  C36H102N6O12